C20H46NO2 | ωB97M-V with the def2-TZVPD basis set

The geometry in XYZ format:
```
69
C20H46NO2 | the OMol25 dataset | ωB97M-V with the def2-TZVPD basis set
O -0.06034 -1.61977 -0.16733
O -0.92909 1.58657 -1.45969
N 0.27697 0.43746 0.69325
C 1.47988 -2.13242 -4.71941
C -3.35042 2.96078 6.31421
C 2.80002 0.72020 -0.82340
C -3.29333 2.09914 5.05246
C -0.61150 0.22189 -1.61407
C 1.85018 -0.46223 -1.06796
C -1.36684 1.95684 -0.16169
C 2.47843 -3.99166 -6.19182
C 2.93299 -4.87887 -5.03633
C -3.84968 1.06075 7.94694
C 3.24193 0.84608 0.64827
C -1.92883 1.47460 4.76728
C 2.44638 -2.50479 -5.84320
C -0.60097 -1.84323 -6.17211
C 0.02162 -2.52456 -4.95757
C -2.94758 2.24216 7.60119
C -0.82568 2.50338 4.52824
C 0.40177 -0.33340 -0.57265
C 2.31520 2.04803 -1.39632
C -1.15361 0.86852 0.85880
H -0.06031 -2.18558 -0.96046
H -3.54534 0.60675 8.89001
H 3.45268 -2.18515 -5.55559
H 2.19733 -1.93401 -6.74123
H -0.09020 -2.12161 -7.09361
H 3.16006 -4.13077 -7.03334
H 3.92953 -4.59202 -4.69444
H 2.37294 2.03002 -2.47811
H 1.31092 2.32651 -1.09265
H 3.03890 -0.06518 1.20236
H 0.54840 -0.15950 1.47838
H 2.76110 1.68116 1.15540
H -0.19491 0.10331 -2.60499
H -4.36961 3.34099 6.42355
H -0.06313 -3.60862 -5.06037
H -3.81133 0.28254 7.18262
H -1.63928 0.80809 5.58244
H -2.71576 3.84229 6.18558
H 0.84279 1.28756 0.69496
H -1.07960 3.16158 3.69148
H -4.88749 1.38196 8.05056
H -0.74927 2.80477 0.14251
H -1.32075 1.27277 1.84810
H -1.81140 0.01971 0.73368
H 1.80902 -0.62379 -2.13408
H -4.03811 1.30211 5.11878
H 2.27271 -1.34044 -0.59631
H -3.58952 2.71562 4.19660
H -2.02177 0.83865 3.87836
H 2.25149 -4.81814 -4.18544
H 2.97442 2.84118 -1.06157
H -2.39606 2.30037 -0.16817
H 1.49580 -4.31915 -6.54124
H -0.55680 -0.75602 -6.07630
H 4.30902 1.01233 0.70397
H -0.65662 3.12735 5.40431
H -1.50868 -0.39361 -1.54928
H 3.70024 0.48135 -1.37726
H -0.56278 -2.25847 -4.06779
H 0.12174 2.00780 4.29601
H -1.64792 -2.12719 -6.27988
H 1.82062 -2.59025 -3.78290
H -2.97913 2.96327 8.42058
H 2.97460 -5.92311 -5.34543
H 1.53322 -1.04638 -4.56383
H -1.90926 1.90348 7.53694
```

HOMO, eV: -13.1232
ΔE to the lowest compared entry with this formula, charge and spin, kcal/mol: 0.0
Strongest force on any atom, eV/Å: 1.40
Net charge: +1
E_tot, eV: -27064.956
Gap between HOMO and LUMO, eV: 10.49

---

C31H35ClMnN2Si2 | ωB97M-V with the def2-TZVPD basis set

The geometry in XYZ format:
```
72
C31H35ClMnN2Si2 | the OMol25 dataset | ωB97M-V with the def2-TZVPD basis set
Mn 2.09833 -1.21513 1.37112
Cl -2.15629 3.26403 0.46537
Si 0.50274 0.90143 -0.99495
Si -2.18804 1.35791 1.29049
N 0.15137 -2.17272 2.91801
N 1.70989 0.10216 3.27773
C 4.15806 -1.70289 1.12127
C 1.53033 3.05756 -4.47205
C 2.54350 0.28687 -0.06388
C 0.28356 -0.61309 0.38118
C -1.17043 -0.74478 -2.76831
C 3.79587 -1.82367 2.50868
C 1.91469 4.32013 -4.01005
C 2.13936 1.35129 0.78744
C -1.89479 1.53669 -2.50135
C 1.61783 3.53280 -1.72474
C -3.09642 -0.13771 0.51039
C 1.18804 2.27683 -2.18442
C -4.83540 -1.17218 -0.81413
C -3.09182 1.24975 -3.16766
C -0.99739 0.51387 -2.18688
C 1.19359 2.04833 -3.56440
C -2.66009 -1.41758 0.88045
C -0.28157 0.70937 0.74668
C 1.44425 -0.57950 -0.56422
C 2.79548 -2.85717 2.60404
C 1.98168 4.54245 -2.63249
C -3.28913 -0.01397 -3.72480
C -0.16853 -1.24843 4.01658
C -4.26580 -0.02647 -0.24358
C 3.35407 -2.62399 0.36305
C 2.49806 -3.32888 1.27789
C -2.30637 -0.98854 -3.55482
C -4.25945 -2.42954 -0.62408
C 1.10074 -0.57689 4.45639
C -3.17804 -2.55151 0.24431
C 0.76116 1.71505 0.80165
H 1.83266 -4.14707 1.01139
H -0.67496 -2.46040 2.39570
H -2.74162 -3.53424 0.44295
H -0.60275 -1.79479 4.86314
H 0.87847 1.08128 -3.95565
H -0.40323 -1.45500 0.26896
H -3.35410 1.47881 2.13592
H 0.47597 2.74459 1.02981
H -5.72271 -1.09876 -1.43327
H 1.55028 -1.34525 -1.33378
H 1.12480 0.90620 3.03097
H -1.88223 -1.53277 1.64905
H 2.13429 5.13169 -4.71116
H 3.53646 0.26110 -0.53686
H -0.41581 -1.53681 -2.65800
H 0.47708 -3.04754 3.34196
H 2.86275 2.06873 1.19753
H 0.89252 0.15061 5.25395
H -3.85881 2.01915 -3.24739
H 1.47466 2.87713 -5.54583
H 2.62983 0.50077 3.49147
H -1.47062 1.30313 2.63847
H 4.31046 -1.34426 3.33861
H 1.65250 3.77355 -0.66191
H -4.65579 -3.31545 -1.13127
H 2.45758 -3.32077 3.52813
H 4.96097 -1.08015 0.72864
H 3.46518 -2.85551 -0.69318
H -2.42990 -1.96705 -4.01799
H 2.29745 5.51768 -2.26262
H -1.68236 2.57568 -2.23666
H -0.90513 -0.50635 3.68596
H 1.82127 -1.30776 4.84051
H -4.21842 -0.22734 -4.26164
H -4.73977 0.94529 -0.41181
```

HOMO (alpha / beta), eV: -6.5418 / -7.0176
ΔE to the lowest compared entry with this formula, charge and spin, kcal/mol: 141.4
Strongest force on any atom, eV/Å: 6.79
2S+1: 6
E_tot, eV: -95286.882
Gap between HOMO and LUMO (alpha / beta), eV: 6.60 / 6.08

---

C28H49ClN7O5S3 | ωB97M-V with the def2-TZVPD basis set

The geometry in XYZ format:
```
93
C28H49ClN7O5S3 | the OMol25 dataset | ωB97M-V with the def2-TZVPD basis set
Cl -9.77347 5.92744 8.15292
S -5.17948 5.78923 6.13302
S -4.17760 4.59409 3.89005
S 1.69922 0.52651 -0.54380
O -3.20163 3.98917 4.76128
O -0.76252 -0.08581 -1.30690
O -4.15954 6.81121 6.26565
O -4.71016 3.75669 2.84206
O -5.14615 4.73599 7.11799
N 1.29607 -7.59763 -2.54572
N 2.01811 6.68770 1.04170
N -1.55052 -1.37551 0.30085
N -0.24158 -1.02992 0.62717
N 2.80082 -4.74553 -8.16543
N 5.89516 -8.06867 -4.84641
N -5.39515 5.31801 4.62377
C 0.43669 -4.23658 -1.09689
C 2.38849 -5.47199 -7.38427
C 0.81064 2.20265 1.60756
C -1.79939 -0.80849 -0.83708
C 1.88734 1.19988 1.12044
C -0.81767 -6.39454 -1.60987
C -9.26306 6.17301 6.45190
C 3.41544 -8.28501 -7.11215
C 0.64242 8.52888 2.26726
C 1.86989 -6.39918 -6.37880
C -7.89425 5.56541 6.17523
C -1.82141 4.21488 1.86124
C -0.74601 -4.87619 -1.81210
C 0.36911 -7.06986 -2.13317
C 1.36787 9.05323 3.51170
C 7.96147 -10.34443 -6.43354
C -2.42958 5.61748 1.91822
C 0.17405 -0.26763 -0.33544
C 1.63958 7.95968 4.53836
C -0.56692 4.24408 0.98790
C -3.35855 5.96179 3.10287
C 1.42882 7.50834 1.57690
C -0.07472 2.85668 0.54027
C 8.08107 -9.43860 -5.20222
C 6.85728 -8.66938 -4.98708
C -6.76617 6.57482 6.36338
C 6.83540 -11.36416 -6.31065
C 2.92816 -7.42336 -5.95357
H 0.44449 9.33829 1.56400
H 0.39796 -4.43457 -0.02497
H 0.21328 4.76016 1.54596
H 1.38855 -4.60777 -1.48017
H 5.86467 -10.87476 -6.22386
H 0.19647 1.71089 2.35570
H 0.75371 9.83373 3.96373
H 2.12597 8.37530 5.42077
H 1.90599 0.35076 1.79744
H -2.55766 3.54512 1.42570
H -2.80723 6.49007 3.87567
H 1.34395 3.00408 2.11594
H -0.74944 4.84400 0.09401
H 2.87298 1.65119 1.16664
H -2.74293 -0.89490 -1.34187
H 8.90656 -8.73641 -5.32056
H 2.30875 9.51946 3.21212
H 4.13757 -9.02035 -6.76048
H 2.29556 7.18903 4.13150
H -0.96909 2.24624 0.42193
H 6.80268 -12.00665 -7.19025
H -9.25776 7.23833 6.25077
H 3.90539 -7.68412 -7.88064
H 8.91132 -10.86347 -6.57265
H -0.31618 8.08707 2.54599
H 0.42484 -3.15623 -1.23451
H -6.75854 6.91123 7.39883
H 7.80178 -9.72778 -7.31959
H 0.45725 2.97841 -0.39657
H -1.55811 3.86378 2.85465
H 0.99559 -6.89986 -6.79943
H -0.69521 -4.65531 -2.88054
H 2.58185 -8.81928 -7.57540
H 8.27415 -10.03316 -4.30791
H -7.71604 4.72944 6.84479
H 0.71269 7.48174 4.85898
H -2.93132 5.84377 0.98032
H -0.90339 -6.62972 -0.54794
H 2.49926 -8.05972 -5.17904
H -1.69050 -6.80959 -2.11487
H -6.86471 7.41547 5.68302
H -7.84383 5.17650 5.16090
H -10.02043 5.69242 5.84435
H -4.13461 6.64212 2.76415
H -1.67258 -4.43687 -1.43912
H 1.53981 -5.81855 -5.51682
H -1.59057 6.31661 1.98449
H 6.97423 -11.99969 -5.43416
H 3.77524 -6.91081 -5.50563
```

HOMO, eV: -5.8325
Strongest force on any atom, eV/Å: 1.37
Net charge: -1
E_tot, eV: -95527.317
Gap between HOMO and LUMO, eV: 7.45

---

CH8NO | ωB97M-V with the def2-TZVPD basis set

The geometry in XYZ format:
```
11
CH8NO | the OMol25 dataset | ωB97M-V with the def2-TZVPD basis set
O -1.61253 1.17975 0.11276
N 0.76624 -0.00341 -0.48174
C 1.01142 -1.31246 0.30808
H -2.20353 1.79470 -0.40761
H 1.59012 0.58870 -0.26052
H -1.99415 1.11381 0.98343
H 1.90498 -1.94241 0.03203
H -0.10030 0.37850 -0.16225
H 1.29750 -1.14794 1.43807
H 0.85809 -0.26771 -1.50636
H 0.11532 -2.05698 0.50490
```

HOMO, eV: -16.6711
ΔE to the lowest compared entry with this formula, charge and spin, kcal/mol: 20.0
Strongest force on any atom, eV/Å: 4.93
Net charge: +1
E_tot, eV: -4697.175
Gap between HOMO and LUMO, eV: 13.05

---

C3H4N5O4 | ωB97M-V with the def2-TZVPD basis set

The geometry in XYZ format:
```
16
C3H4N5O4 | the OMol25 dataset | ωB97M-V with the def2-TZVPD basis set
O 0.23177 2.35387 0.04566
O 2.18745 -1.72998 -0.67040
O 3.33787 -0.33018 0.50238
O 2.40091 1.98539 -0.17230
N 1.32046 1.50635 0.04627
N -1.60466 0.44306 -0.21012
N -2.39657 -0.70991 -0.17269
N 2.37773 -0.71811 -0.03934
N -0.45503 -1.68428 0.36284
C 1.11166 0.19682 0.13976
C -1.78499 -1.80964 0.16858
C -0.06402 -0.47866 0.24361
H 0.67459 3.08253 -0.40835
H -3.30160 -0.49886 -0.57024
H -1.82920 1.12162 0.49736
H -2.20635 -2.73001 0.23698
```

HOMO (alpha / beta), eV: -14.4576 / -14.4582
ΔE to the lowest compared entry with this formula, charge and spin, kcal/mol: 37.6
Strongest force on any atom, eV/Å: 5.86
Net charge: +1
E_tot, eV: -18799.421
Gap between HOMO and LUMO (alpha / beta), eV: 8.18 / 8.18

---

H24NeO12 | ωB97M-V with the def2-TZVPD basis set

The geometry in XYZ format:
```
37
H24NeO12 | the OMol25 dataset | ωB97M-V with the def2-TZVPD basis set
Ne -2.12863 -11.54061 -7.81096
O 0.44671 -12.27856 -6.01099
O -5.37111 -11.96329 -6.89521
O -3.54127 -8.67080 -8.78932
O -1.29824 -14.16575 -7.48181
O 0.78160 -10.05608 -8.12240
O -4.01211 -13.81673 -8.45423
O -3.84122 -10.88991 -4.60191
O -0.28519 -13.67448 -10.02451
O -2.48951 -9.74836 -11.07975
O -0.03981 -10.81671 -10.72138
O -4.06977 -12.18340 -10.80199
O -1.57839 -12.68060 -4.07695
H 1.34563 -12.06579 -5.76020
H -4.95452 -11.88175 -10.59594
H -1.63903 -10.10952 -10.82978
H -4.03051 -13.23900 -9.21721
H 0.40327 -10.81908 -7.68546
H -4.82091 -12.64989 -7.27218
H -1.44904 -12.69441 -3.12864
H -3.07535 -11.43762 -4.42962
H -3.97573 -8.08935 -9.41331
H -3.10894 -13.77125 -8.14049
H -2.79191 -9.28416 -10.29918
H -1.51243 -14.72298 -6.73358
H -4.80469 -11.52260 -6.26180
H -1.93249 -13.54559 -4.28348
H 0.77422 -10.28376 -9.05211
H -3.56058 -11.37971 -10.90699
H -0.04647 -12.24047 -5.19151
H -0.66129 -14.01524 -9.21293
H -0.07631 -11.65320 -10.25751
H -0.92628 -13.37419 -7.09283
H -0.83692 -14.03929 -10.71642
H -3.76258 -8.30993 -7.93081
H 0.33230 -11.03253 -11.57648
H -3.49279 -9.99995 -4.65487
```

HOMO, eV: -9.9607
ΔE to the lowest compared entry with this formula, charge and spin, kcal/mol: 12.7
Strongest force on any atom, eV/Å: 1.06
E_tot, eV: -28469.675
Gap between HOMO and LUMO, eV: 9.48